This record from OMol25 describes a structure of composition C21H37N10O2PSSe4Ti. The level of theory is ωB97M-V with the def2-TZVPD basis set.

Calculated values
HOMO (spin up / spin down) in eV: -6.5371 / -6.5380
Energy relative to the best compared isomer or geometry (same formula, charge and spin) in eV: 0.000
Multiplicity: 3
DFT total energy in eV: -345999.0777
⟨S²⟩: 2.01
Largest force on an atom in eV Å⁻¹: 0.807
Frontier orbital gap (spin up / spin down) in Ha: 0.247 / 0.244

Geometry as XYZ:
```
77
Properties=species:S:1:pos:R:3:forces:R:3:mulliken_spin:R:1
Ti 1.652639 0.799266 -1.961916 0.0 0.0 0.0 1.1971
N -1.076844 2.539117 -0.690725 0.2 0.1 -0.2 0.0335
N -0.326637 3.564419 -0.110587 0.1 -0.1 0.0 -0.0030
C 1.033529 3.495136 -0.103268 0.2 -0.4 -0.2 0.0387
N 1.669418 4.554226 0.424512 0.2 0.0 -0.1 0.0108
N 1.651129 2.439816 -0.585014 -0.4 0.2 0.2 -0.0723
N 3.073625 2.391212 -0.469274 0.2 -0.2 0.7 0.4615
O 3.632879 2.605692 0.649160 -0.3 0.1 -0.5 0.3526
O 3.422042 1.296101 -1.172805 0.0 0.0 -0.2 0.0440
H -1.342618 2.791750 -1.640646 -0.1 0.1 -0.1 -0.0030
H -1.906950 2.391063 -0.134314 -0.1 0.0 0.0 -0.0002
H -0.700820 4.496884 -0.162625 -0.1 0.2 0.0 0.0023
H 1.132868 5.210426 0.963280 0.0 0.0 0.1 0.0013
H 2.633951 4.392951 0.683510 0.1 0.0 0.0 0.0004
Se -3.119851 1.553351 -3.912042 0.0 0.1 -0.1 0.0005
Se -1.670219 2.722142 -5.321885 0.0 0.0 0.0 -0.0008
Se -0.054244 3.718036 -3.947697 -0.1 -0.1 0.0 -0.0025
Se 1.795033 2.280712 -4.070788 -0.1 0.0 0.1 -0.0238
N -0.438007 0.256869 -2.520592 0.2 0.0 0.0 -0.0152
N -0.584115 -0.422455 -3.742078 0.0 -0.1 0.1 0.0058
C 0.465869 -0.945063 -4.355178 0.1 0.0 -0.1 0.0069
N 0.274130 -1.369042 -5.612936 -0.1 0.0 0.0 -0.0018
S 1.985133 -1.160119 -3.604349 0.1 0.0 0.1 -0.0047
H -0.898006 -0.269439 -1.775912 -0.1 -0.1 0.1 -0.0017
H -1.024306 1.089603 -2.638616 -0.1 0.1 -0.1 -0.0126
H -1.462209 -0.157392 -4.213712 -0.1 0.0 -0.1 -0.0019
H -0.529612 -1.046967 -6.129765 0.0 0.0 0.0 0.0000
H 1.091635 -1.624082 -6.134935 0.1 0.0 0.0 -0.0001
C -3.055070 -2.173760 1.115955 0.0 0.0 0.0 0.0001
P -2.060574 -0.730650 0.561450 0.0 0.0 0.0 0.0053
C -1.043660 -0.349661 2.033759 0.0 0.0 0.1 0.0015
C -0.364049 0.872147 2.061808 0.0 0.0 0.0 0.0042
C 0.408638 1.232970 3.152985 0.0 -0.1 0.0 0.0104
C 0.538066 0.364783 4.232807 0.1 0.0 0.0 -0.0007
C -0.102563 -0.863440 4.203320 0.0 0.0 0.0 0.0014
C -0.892319 -1.217275 3.112153 0.0 0.0 0.0 -0.0004
C -3.324891 0.590525 0.632207 0.0 0.0 0.0 -0.0006
C -3.690673 1.271760 1.793169 0.0 0.0 0.0 -0.0003
C -4.637073 2.286020 1.739671 0.0 0.0 0.0 0.0001
C -5.226030 2.631285 0.528725 0.0 0.0 0.0 0.0000
C -4.869509 1.959630 -0.632161 0.0 0.0 0.0 0.0000
C -3.922192 0.945663 -0.577854 0.0 -0.1 0.1 0.0015
H -3.514477 -2.021800 2.093652 0.0 0.0 0.0 0.0000
H -2.440960 -3.076241 1.136135 0.0 0.0 0.0 0.0000
H -3.843223 -2.326090 0.377825 0.0 0.0 0.0 0.0000
H -0.446198 1.548884 1.218206 0.1 -0.2 0.2 -0.0158
H 0.923592 2.186560 3.154802 0.0 0.0 0.0 -0.0016
H 1.143992 0.643988 5.086183 0.0 0.0 0.0 -0.0004
H -0.006750 -1.546930 5.038543 0.0 0.0 0.0 0.0000
H -1.407721 -2.170286 3.125293 0.0 0.0 0.0 0.0001
H -3.227845 1.018529 2.739753 0.0 0.0 0.0 0.0000
H -4.911829 2.811942 2.646178 0.0 0.0 0.0 0.0000
H -5.955696 3.430567 0.489563 0.0 0.0 0.0 0.0000
H -5.299940 2.236833 -1.586629 0.0 0.0 0.0 -0.0001
H -3.615848 0.453367 -1.494886 0.0 0.0 0.1 -0.0002
C 3.184204 -4.659695 0.589425 0.0 0.0 0.0 -0.0002
C 2.055240 -3.890074 1.262814 0.0 0.0 0.0 0.0003
N 2.099272 -2.451817 1.008945 0.0 0.0 0.0 -0.0004
C 3.013265 -1.654237 1.836514 0.0 -0.1 0.0 -0.0108
C 4.319993 -1.277197 1.146732 0.0 0.0 0.1 0.0142
C 1.428793 -1.881327 -0.008049 -0.1 0.1 0.0 0.0116
C 0.556964 -2.755812 -0.860803 0.0 0.0 -0.1 0.0060
N 1.476046 -0.603370 -0.262731 0.1 0.1 -0.1 -0.0687
H 3.087114 -5.727709 0.792084 0.0 0.0 0.0 0.0000
H 4.156532 -4.333392 0.959466 0.0 0.0 0.0 0.0002
H 3.168202 -4.512597 -0.491985 0.0 0.0 0.0 0.0000
H 2.103769 -4.025996 2.343677 0.0 0.0 0.0 -0.0002
H 1.090251 -4.283258 0.951867 0.0 0.0 0.0 0.0001
H 3.214100 -2.244517 2.729912 0.0 0.0 0.0 0.0003
H 2.485854 -0.764530 2.186069 0.0 0.1 0.0 0.0124
H 4.905509 -2.163777 0.902394 0.0 0.0 0.0 0.0003
H 4.912993 -0.647564 1.811808 0.0 0.0 0.0 -0.0011
H 4.154154 -0.705549 0.236060 0.0 0.0 -0.1 0.0020
H -0.195952 -3.263516 -0.255425 0.0 0.0 0.0 -0.0001
H 1.146425 -3.507561 -1.386540 0.0 0.0 0.0 -0.0009
H 0.052749 -2.144165 -1.596885 0.0 0.0 0.0 -0.0024
H 2.049890 -0.105859 0.413221 0.0 0.0 0.0 0.0210
```
Positions in Å, forces in eV/Å.